# C36H62BF3N16O31S

A cluster of 15 separate species, C36H62BF3N16O31S in total (ωB97M-V/def2-TZVPD, OMol25).

```
150
Properties=species:S:1:pos:R:3:lowdin_charge:R:1
C 2.0457 0.3329 5.7441 -0.087
C 1.1516 0.8703 4.6015 -0.158
C 0.0538 -0.0680 4.1237 -0.118
C -0.1316 -1.3080 4.6727 0.036
C -1.1259 -2.1428 4.2062 -0.188
N -1.2830 -3.4342 4.8755 0.111
C -1.4194 -3.3559 6.0871 -0.743
S -1.5464 -3.0722 7.6162 0.786
C -1.9588 -1.7952 3.1855 0.030
B -3.1004 -2.8026 2.7047 -0.558
O -4.3341 -2.6097 3.2587 0.182
N -2.9581 -3.8714 1.7257 -0.108
C -1.6776 -4.5907 1.8135 -0.079
C -3.2719 -3.4549 0.3396 -0.039
C -1.7768 -0.5474 2.6152 -0.028
C -0.8009 0.3099 3.0884 -0.023
C -0.6931 1.6779 2.4436 -0.231
O -0.4319 2.6879 3.0754 0.109
C -0.9656 1.7339 0.9605 -0.035
C -0.3084 2.6292 0.1350 -0.134
C 0.7084 3.6719 0.5631 -0.127
C 1.9495 3.1184 1.2722 -0.040
C 2.7196 4.2951 1.8695 -0.605
F 2.2501 4.6392 3.0806 0.139
F 4.0376 4.0530 1.9998 0.120
F 2.6039 5.4192 1.1188 0.108
C -0.6260 2.5808 -1.2110 -0.022
C -1.5378 1.6760 -1.6906 -0.037
C -2.1913 0.8125 -0.8509 0.007
C -1.9104 0.8450 0.4863 -0.078
C -2.6094 -0.0568 1.4730 -0.245
O -3.7849 -0.3194 1.2944 0.132
H 2.9083 -0.1750 5.3063 0.082
H 1.5293 -0.3063 6.4620 0.071
H 2.4185 1.1789 6.3062 0.033
H 0.7342 1.8366 4.8841 0.111
H 1.8099 1.0769 3.7475 0.108
H 0.4999 -1.6552 5.4805 0.113
H -4.9170 -3.3329 2.9909 0.103
H -1.3209 -4.7132 2.8359 0.065
H -0.9377 -4.1102 1.1543 0.091
H -1.8484 -5.6068 1.4279 0.081
H -2.6071 -3.9860 -0.3470 0.091
H -4.3122 -3.6605 0.0811 0.092
H -3.0472 -2.3887 0.2305 0.065
H 0.9523 4.2853 -0.3058 0.112
H 0.2093 4.3412 1.2742 0.116
H 1.7266 2.4711 2.1168 0.097
H 2.6412 2.5865 0.6119 0.139
H -0.1586 3.2612 -1.9157 0.112
H -1.7290 1.7001 -2.7594 0.083
H -2.9154 0.1178 -1.2653 0.104
C -0.5663 3.3103 -5.9758 0.041
N -0.4623 2.1800 -5.0134 -0.425
O -1.4235 1.4413 -4.8906 0.034
O 0.5812 2.0673 -4.4076 0.072
H -1.5494 3.2792 -6.4347 0.100
H -0.4289 4.2248 -5.4168 0.087
H 0.2095 3.1797 -6.7146 0.085
C -0.3488 -2.3830 11.9463 0.043
N 0.4507 -2.5290 10.6990 -0.463
O 0.8787 -1.5176 10.1857 0.061
O 0.6155 -3.6574 10.2857 0.036
H -0.4120 -1.3296 12.1940 0.093
H -1.3341 -2.7973 11.7531 0.098
H 0.1622 -2.9369 12.7282 0.099
C -4.2267 -7.8201 3.2878 0.037
N -4.5931 -7.0540 2.0671 -0.446
O -4.2111 -7.4725 0.9952 0.069
O -5.2522 -6.0505 2.2373 0.050
H -3.6433 -8.6857 2.9958 0.101
H -3.6480 -7.1597 3.9197 0.075
H -5.1505 -8.1214 3.7734 0.100
C -0.4300 7.4866 0.1026 0.055
N -0.9926 6.4518 -0.8055 -0.434
O -0.7634 6.5644 -1.9983 0.044
O -1.6406 5.5633 -0.3022 0.076
H 0.1187 8.2043 -0.4992 0.059
H -1.2637 7.9610 0.6120 0.109
H 0.2250 6.9824 0.8096 0.095
C -0.9628 -1.7428 -6.3233 0.064
N -0.2739 -2.2035 -7.5582 -0.431
O 0.0743 -1.3629 -8.3652 0.048
O -0.1007 -3.3967 -7.6816 0.061
H -1.0443 -0.6627 -6.3503 0.073
H -1.9454 -2.2060 -6.3046 0.104
H -0.3635 -2.0638 -5.4764 0.110
C -1.8065 -6.6414 -7.1740 0.049
N -2.5589 -6.2372 -5.9541 -0.454
O -2.3015 -5.1549 -5.4691 0.058
O -3.3791 -7.0220 -5.5303 0.066
H -1.1156 -5.8458 -7.4323 0.075
H -1.2741 -7.5586 -6.9408 0.101
H -2.5310 -6.8005 -7.9673 0.100
C -5.0998 -6.1122 7.0001 0.057
N -4.5669 -7.4716 6.7074 -0.440
O -3.5529 -7.5458 6.0420 0.036
O -5.1848 -8.4127 7.1526 0.073
H -4.4480 -5.3778 6.5398 0.088
H -6.1017 -6.0587 6.5838 0.103
H -5.1177 -5.9950 8.0795 0.101
C 3.7545 5.5701 -5.8889 0.054
N 2.6769 4.8543 -6.6242 -0.425
O 1.5686 4.8248 -6.1212 0.026
O 2.9758 4.3445 -7.6792 0.087
H 3.3394 5.9694 -4.9707 0.094
H 4.5406 4.8502 -5.6807 0.103
H 4.1142 6.3668 -6.5334 0.102
C 2.8749 -2.1300 -9.1245 0.040
N 4.2800 -1.6737 -8.9356 -0.446
O 4.9112 -2.1549 -8.0127 0.044
O 4.7021 -0.8511 -9.7170 0.070
H 2.6397 -2.8609 -8.3586 0.084
H 2.2339 -1.2613 -9.0402 0.078
H 2.8064 -2.5713 -10.1149 0.109
C -6.2663 0.1250 -2.4850 0.050
N -5.1629 -0.6455 -3.1197 -0.450
O -4.9783 -0.4947 -4.3091 0.066
O -4.5223 -1.3730 -2.3920 0.053
H -6.7481 0.7283 -3.2458 0.092
H -6.9607 -0.5923 -2.0577 0.102
H -5.8247 0.7490 -1.7123 0.100
C 6.8534 5.1528 2.6970 0.029
N 8.2663 5.5576 2.9332 -0.457
O 8.8636 5.0143 3.8387 0.065
O 8.7220 6.4075 2.1986 0.063
H 6.5850 4.3929 3.4215 0.091
H 6.2351 6.0375 2.8154 0.101
H 6.7886 4.7638 1.6855 0.098
C -1.0320 10.1436 -3.0972 0.054
N 0.1868 10.3928 -2.2818 -0.434
O 1.1612 10.8377 -2.8424 0.086
O 0.1155 10.1246 -1.0964 0.030
H -0.8237 10.4242 -4.1231 0.096
H -1.2621 9.0833 -3.0207 0.087
H -1.8318 10.7499 -2.6818 0.103
C 5.3173 -5.4292 -8.2978 0.038
N 4.2242 -6.1513 -9.0044 -0.455
O 3.1236 -6.1473 -8.4918 0.057
O 4.5114 -6.6945 -10.0492 0.063
H 4.9163 -4.9961 -7.3892 0.090
H 6.0959 -6.1524 -8.0733 0.100
H 5.6827 -4.6552 -8.9656 0.093
C 5.3154 2.2928 8.9502 0.047
N 4.2335 1.6296 8.1716 -0.440
O 3.1197 1.6268 8.6493 0.076
O 4.5512 1.1370 7.1079 0.055
H 4.8907 2.6830 9.8680 0.093
H 6.0730 1.5432 9.1589 0.100
H 5.7166 3.0931 8.3353 0.100
```

Calculated values
**E_LUMO**: -0.4 eV
**Kohn-Sham gap**: 7.7 eV
**Molar mass**: 1314.846 g mol⁻¹



# C36H62N2O24

A cluster of 10 separate species, C36H62N2O24 in total (ωB97M-V/def2-TZVPD, OMol25).

```
124
Properties=species:S:1:pos:R:3:lowdin_charge:R:1
C 21.4734 7.3021 4.2520 -0.017
C 22.4881 6.2741 3.7331 -0.320
C 21.8575 5.1589 2.9283 -0.076
O 22.7166 5.0813 1.7907 0.086
C 23.5546 6.1147 1.7634 -0.605
O 24.2873 6.3155 0.8053 0.115
O 23.3871 6.8660 2.7987 0.072
H 20.7325 6.8049 4.9213 0.088
H 20.9463 7.7330 3.3592 0.111
H 22.0838 8.0982 4.6585 0.054
H 23.2214 5.9188 4.5581 0.150
H 20.8040 5.3757 2.6507 0.144
H 21.9338 4.2291 3.4822 0.137
C 20.4058 10.1185 6.8560 0.002
C 19.1191 9.5544 6.1938 -0.240
C 18.6307 8.1943 6.6638 -0.102
O 17.5430 8.4604 7.5244 0.075
C 17.2310 9.7751 7.5127 -0.557
O 16.2726 10.2455 8.0871 0.127
O 18.0787 10.4299 6.6970 0.066
H 20.7389 11.1055 6.4506 0.072
H 21.2304 9.4124 6.7924 0.064
H 20.2445 10.1617 7.8937 0.051
H 19.2452 9.5798 5.1438 0.130
H 19.4022 7.6319 7.1764 0.096
H 18.3888 7.4905 5.8320 0.140
C 19.3180 13.7028 7.3522 -0.005
C 19.7858 13.5453 8.8242 -0.263
C 19.0926 12.4825 9.7366 -0.051
O 20.1248 11.5513 9.9588 0.064
C 21.2804 12.0692 9.6082 -0.625
O 22.3244 11.4935 9.7462 0.140
O 21.1681 13.2106 8.9846 0.101
H 18.2806 14.0453 7.2376 0.099
H 19.4946 12.7438 6.7934 0.070
H 20.0672 14.3488 6.9069 0.073
H 19.6406 14.5557 9.2344 0.146
H 18.3270 11.9020 9.1763 0.136
H 18.7105 12.9553 10.5990 0.120
C 21.6877 6.2621 7.6631 -0.032
C 22.5769 5.6509 8.7522 -0.276
C 21.7266 5.4654 10.0685 -0.077
O 21.4004 4.0910 10.0966 0.090
C 22.1345 3.4416 9.2199 -0.553
O 22.2039 2.2150 9.1621 0.113
O 22.8631 4.2864 8.4226 0.065
H 21.4129 7.3214 7.9322 0.080
H 20.7631 5.6733 7.5208 0.100
H 22.1710 6.1614 6.6698 0.064
H 23.3933 6.3041 8.9487 0.112
H 20.8494 6.1142 10.1403 0.124
H 22.3618 5.6081 10.8963 0.098
C 22.5374 8.6296 11.8037 -0.048
O 21.2307 8.6298 12.2197 0.053
C 20.2540 8.7303 11.3904 -0.376
O 20.3576 8.5078 10.0054 -0.062
O 19.0155 8.9266 11.9708 -0.001
C 17.8922 8.9097 11.1827 -0.074
H 23.2173 8.3299 12.6094 0.109
H 22.8023 9.5837 11.5411 0.060
H 22.6980 7.9403 10.9800 0.077
H 18.0052 9.4069 10.1742 0.096
H 17.0528 9.2473 11.7059 0.082
H 17.6988 7.8715 10.9350 0.102
C 25.7515 6.1254 6.9896 0.007
O 26.7685 6.4643 5.9761 0.023
C 26.5537 6.0931 4.7215 -0.451
O 25.4276 5.3214 4.3649 -0.060
O 27.5100 6.4455 3.9245 0.042
C 27.2947 6.3070 2.5679 -0.044
H 26.0807 5.1623 7.4268 0.111
H 24.7013 6.0333 6.6934 0.081
H 25.7563 6.8435 7.7810 0.064
H 28.2418 6.4092 2.0805 0.093
H 26.7640 7.1641 2.1457 0.093
H 26.7944 5.3674 2.3259 0.109
C 24.3512 9.8949 1.4732 -0.071
O 24.8647 11.0815 1.9855 0.009
C 24.2194 12.1679 1.6613 -0.468
O 22.9768 12.1961 0.9851 -0.061
O 24.8516 13.2755 2.0108 -0.021
C 24.1859 14.4995 1.8698 -0.068
H 24.2531 9.9373 0.3638 0.124
H 23.3691 9.5937 1.8436 0.093
H 25.0476 9.0979 1.7070 0.072
H 24.0416 14.7958 0.7885 0.121
H 24.7100 15.2130 2.5174 0.098
H 23.1480 14.3822 2.2878 0.105
C 24.8430 8.9964 4.7593 0.018
O 25.4744 9.5012 5.9323 0.077
C 24.9513 9.3274 7.0265 -0.498
O 23.7253 8.7077 7.1767 -0.046
O 25.7294 9.5965 8.1401 -0.008
C 25.1642 9.3110 9.4019 -0.070
H 23.8959 9.4388 4.7325 0.053
H 24.7788 7.9335 4.8002 0.075
H 25.3887 9.2188 3.8341 0.106
H 25.8131 9.4835 10.2511 0.093
H 24.9390 8.2283 9.4792 0.060
H 24.3414 9.9991 9.6142 0.078
C 24.6567 3.4592 13.4039 -0.085
C 25.5399 2.9834 12.2299 -0.227
C 25.5376 3.8960 11.0439 -0.178
C 25.4487 5.3365 11.2520 -0.193
N 25.3181 6.4554 11.4367 0.181
H 24.8452 4.4529 13.7126 0.052
H 24.6149 2.7247 14.2210 0.082
H 23.6177 3.4723 13.0976 0.069
H 25.2849 1.9510 12.0512 0.115
H 26.5625 2.9783 12.5295 0.097
H 24.6719 3.6290 10.5008 0.093
H 26.2739 3.6672 10.3250 0.112
C 24.3099 13.6486 7.2322 -0.069
C 23.3780 12.6286 6.5087 -0.218
C 23.7288 12.3427 5.0590 -0.171
C 22.7014 11.6155 4.3715 -0.256
N 21.8685 11.0652 3.8326 0.217
H 24.4754 14.5067 6.6629 0.044
H 25.2746 13.1634 7.4841 0.084
H 23.8559 13.9312 8.1962 0.074
H 22.3916 13.1215 6.5158 0.101
H 23.3641 11.7064 7.1073 0.103
H 24.6776 11.8408 4.9104 0.121
H 23.8066 13.2119 4.3999 0.115
```

Calculated values
**ΔE to the lowest compared entry with this formula, charge and spin**: 0.0 kcal/mol
**E_LUMO**: 0.4 eV
**Kohn-Sham gap**: 10.6 eV
**SMILES**: C[C@H]1COC(=O)O1.C[C@H]1COC(=O)O1.C[C@H]1COC(=O)O1.C[C@H]1COC(=O)O1.COC(=O)OC.COC(=O)OC.COC(=O)OC.COC(=O)OC.CCCC#N.CCCC#N
**Molar mass**: 906.882 g mol⁻¹



no.,energy (a.u.),HOMO level (eV),maximum force (eV/A)
1,-5338.8915,-8.19,1.67
2,-3324.0692,-10.21,11.05